87
Properties=species:S:1:pos:R:3:forces:R:3 method="wB97M-V/def2-TZVPD" orbital_gap_ev="5.9 / 7.7" multiplicity=4 e_above_lowest_ev=0.342 e_lumo_ev="-0.16 / -0.18" s2=3.777 energy_ha=-3772.98462
V -0.112925 -0.470710 0.517758 1.481 -0.524 0.553
I 2.630866 -0.845481 0.801538 -0.086 -0.200 -0.212
C 3.519792 -0.366341 2.637977 -0.177 0.111 0.131
C 4.882181 -0.399635 2.534434 0.146 0.057 0.164
C 5.713159 -0.175887 3.648702 0.015 -0.039 -0.166
C 5.141173 0.060517 4.853596 -0.073 0.017 0.101
C 3.731816 0.099291 4.999255 -0.009 -0.007 -0.016
C 3.216051 0.325387 6.296440 0.081 -0.008 -0.029
C 1.878016 0.362798 6.518200 -0.104 -0.005 -0.004
C 1.008507 0.200074 5.428958 -0.023 0.059 0.150
C 1.440042 -0.008106 4.142999 0.158 -0.009 -0.240
P 0.024744 -0.080630 2.944590 -0.389 0.272 0.455
C -0.841635 1.488352 3.299483 0.028 -0.024 -0.058
C -0.118498 2.647907 3.573907 -0.017 0.013 -0.002
C -0.752894 3.880834 3.610688 -0.003 -0.027 0.010
C -2.117476 3.972526 3.377941 0.007 -0.025 -0.006
C -2.845900 2.823584 3.105272 0.004 0.030 -0.013
C -2.211666 1.592660 3.054081 -0.007 -0.053 -0.065
C -0.987790 -1.391624 3.734657 0.118 -0.040 0.024
C -2.085971 -1.188504 4.563610 -0.038 0.032 0.036
C -2.760542 -2.270492 5.113967 0.031 -0.023 -0.003
C -2.328991 -3.565112 4.864978 -0.008 0.018 -0.010
C -1.224807 -3.777920 4.050546 -0.035 0.006 -0.042
C -0.572775 -2.698858 3.475074 0.023 -0.024 0.009
C 2.855565 -0.092829 3.882359 0.028 -0.044 -0.055
H 5.336183 -0.610647 1.576129 0.023 -0.004 -0.004
H 6.788253 -0.209435 3.535455 -0.003 0.007 -0.019
H 5.750007 0.221332 5.734486 -0.011 0.000 0.012
H 3.918498 0.461513 7.109573 0.010 -0.003 -0.005
H 1.479002 0.524986 7.510384 -0.014 0.006 -0.004
H -0.055541 0.265643 5.618155 -0.004 -0.013 0.005
H 0.948843 2.593184 3.748768 0.013 0.001 -0.008
H -0.176784 4.773361 3.817428 0.011 0.001 -0.011
H -2.608768 4.936305 3.398051 -0.007 0.007 0.011
H -3.908914 2.884520 2.909793 -0.007 -0.002 0.000
H -2.788564 0.707655 2.808799 0.012 0.051 -0.070
H -2.423126 -0.183110 4.784521 0.026 -0.072 0.038
H -3.619232 -2.098243 5.749920 -0.008 0.004 0.001
H -2.849636 -4.405937 5.304702 0.000 -0.002 0.002
H -0.874229 -4.784296 3.862443 -0.002 -0.014 -0.032
H 0.288486 -2.873331 2.835281 -0.007 -0.001 -0.003
C -2.870560 -5.280265 0.467905 -0.022 0.011 -0.036
C -4.288880 -4.708199 0.450506 -0.007 0.032 0.017
C -5.040699 -5.336992 -0.730048 0.004 -0.005 -0.016
C -4.990272 -5.080881 1.764139 0.013 -0.016 -0.002
C -4.287078 -3.186630 0.306199 -0.045 -0.010 0.018
C -5.504717 -2.512342 0.096173 0.029 0.032 -0.033
C -5.564066 -1.147755 -0.100856 0.029 -0.039 -0.011
C -4.374003 -0.428427 -0.077083 -0.138 0.066 -0.028
S -4.096641 1.259306 -0.385736 -0.022 0.075 -0.012
C -2.397148 1.013394 -0.148426 0.133 -0.046 0.019
N -2.058881 -0.219311 0.169371 -1.454 0.234 -0.172
C -3.166674 -1.066449 0.177018 0.225 0.063 0.090
C -3.121266 -2.445105 0.369064 0.000 -0.080 0.021
C -1.350407 2.007528 -0.298893 0.069 -0.036 0.034
C -1.615137 3.331455 -0.659879 -0.086 -0.058 0.022
C -0.567080 4.212545 -0.812658 0.099 0.013 0.002
C 0.737969 3.755716 -0.610490 -0.080 0.057 -0.018
C 0.982495 2.441138 -0.251994 -0.082 -0.123 0.053
C -0.047688 1.496616 -0.069499 -0.024 0.844 -0.031
H -2.920113 -6.370529 0.482533 0.000 -0.002 0.030
H -2.321648 -4.958363 1.353166 0.053 0.028 0.065
H -2.302661 -4.980388 -0.415224 -0.006 -0.004 -0.004
H -5.000904 -6.425855 -0.659889 -0.008 -0.006 0.010
H -4.590336 -5.038550 -1.678217 0.013 -0.009 -0.003
H -6.090784 -5.044643 -0.747254 0.001 -0.003 -0.011
H -4.945466 -6.160657 1.924559 -0.016 -0.007 -0.008
H -6.040375 -4.784121 1.753796 -0.001 0.021 0.001
H -4.506827 -4.585945 2.608740 0.017 -0.011 0.016
H -6.426486 -3.077663 0.056426 -0.007 0.003 0.024
H -6.508878 -0.657388 -0.292972 -0.016 0.004 0.007
H -2.161063 -2.917649 0.521608 0.021 0.012 -0.014
H -2.635343 3.665756 -0.822187 -0.002 0.006 0.001
H -0.751219 5.241681 -1.091756 0.001 0.008 -0.002
H 1.566182 4.443896 -0.736079 0.009 0.001 -0.002
H 2.015672 2.140951 -0.104405 0.008 -0.018 0.007
C 0.198030 -3.794716 -3.051468 0.005 0.019 -0.018
C 0.359667 -4.102740 -1.710036 0.008 0.021 0.035
C 0.333453 -3.082686 -0.761230 -0.023 0.022 -0.112
C 0.130715 -1.730604 -1.094659 0.142 -0.606 -0.660
C -0.027556 -1.467165 -2.465718 -0.008 -0.013 0.057
C 0.005946 -2.469001 -3.426672 -0.030 -0.013 0.028
H 0.229997 -4.576680 -3.799939 -0.013 -0.006 -0.006
H 0.520028 -5.130912 -1.404662 -0.009 -0.005 0.010
H 0.478634 -3.371226 0.282354 0.023 -0.001 0.023
H -0.187842 -0.442947 -2.789668 0.000 0.009 -0.008
H -0.126312 -2.221697 -4.473763 0.018 0.010 -0.009

---

21
Properties=species:S:1:pos:R:3:forces:R:3 method="wB97M-V/def2-TZVPD" orbital_gap_ev=9.4 e_above_lowest_ev=1.142 e_lumo_ev=0.72 energy_ha=-312.21306 smiles="C/C=C(/C)CC.O"
C 0.495743 1.808082 1.565429 0.548 0.617 0.515
C -0.731840 0.997414 1.469661 -0.900 -0.875 -1.068
C -1.108565 0.187988 0.461707 -1.488 0.160 1.846
C -2.408470 -0.686134 0.670106 0.784 0.992 -0.696
C -0.356851 -0.038854 -0.804007 -0.454 -0.152 -0.436
C 0.116862 -1.472652 -0.732360 0.917 -0.839 -0.256
H 1.357014 1.524491 0.937422 -0.535 -0.054 0.164
H 0.782529 1.700847 2.625080 0.391 0.424 -0.402
H 0.252730 2.866471 1.372103 0.293 -0.202 0.175
H -1.397055 1.113509 2.335468 0.190 -0.301 -0.326
H -2.986155 -0.372139 1.555710 0.396 -0.044 -0.368
H -2.199283 -1.766065 0.751281 0.016 0.490 -0.043
H -3.022414 -0.513369 -0.229799 -0.075 -0.312 0.333
H 0.446822 0.696214 -1.002112 -0.374 -0.402 0.323
H -1.050259 -0.020091 -1.666733 0.186 0.467 0.313
H -0.740257 -2.156159 -0.853895 0.474 0.199 0.060
H 0.579487 -1.659946 0.251264 -0.079 -0.102 -0.412
H 0.858409 -1.695122 -1.517997 -0.272 -0.063 0.277
O 3.870021 -0.416883 -2.125731 -0.528 0.746 -0.826
H 3.167406 0.255635 -1.976375 0.757 -0.712 -0.201
H 4.074123 -0.353238 -3.086224 -0.248 -0.037 1.031